No. 1
Entry from the OMol25 dataset: a cluster of 5 separate species, C10H30O5 in total (ωB97M-V with the def2-TZVPD basis set).

Calculated values
Total charge: 0
2S+1: 1
SMILES: CCO.CCO.CCO.CCO.CCO

Atoms and positions in Å:
C: 3.264854 -2.353683 -2.480184
C: 3.787364 -3.238486 -1.337987
O: 3.886613 -2.422361 -0.163697
H: 2.400669 -1.833254 -2.065528
H: 2.932044 -2.910541 -3.354294
H: 4.003180 -1.584761 -2.703862
H: 4.759275 -3.671858 -1.590546
H: 3.120879 -4.059198 -1.078991
H: 4.701742 -1.920005 -0.259778
C: -1.205825 -1.303212 0.074445
C: -0.132107 -0.534988 -0.656312
O: -0.660605 0.694090 -1.156188
H: -0.969191 -2.339014 0.321082
H: -2.149076 -1.234442 -0.466111
H: -1.398469 -0.811942 1.039114
H: 0.314661 -1.199491 -1.399613
H: 0.713631 -0.209343 -0.033611
H: -1.060469 1.162733 -0.413947
C: -2.133190 2.034520 3.090023
C: -2.632055 2.370256 1.680842
O: -1.535085 2.710778 0.833977
H: -2.920974 1.950981 3.833569
H: -1.352161 2.713693 3.445318
H: -1.549152 1.116540 2.958544
H: -3.374228 3.177260 1.648554
H: -3.138201 1.492408 1.278423
H: -1.118514 3.493913 1.203085
C: -5.238792 -1.408627 0.743394
C: -5.945889 -0.088877 0.948891
O: -6.213022 0.451190 -0.352070
H: -4.346267 -1.404996 0.118885
H: -5.877094 -2.136624 0.228485
H: -4.983314 -1.955787 1.655855
H: -5.331618 0.608715 1.528938
H: -6.865133 -0.258119 1.519090
H: -6.653167 1.296049 -0.189970
C: 4.036554 1.800598 -0.933574
C: 5.368066 1.089849 -1.051356
O: 6.362314 1.958537 -0.511031
H: 3.969556 2.659811 -1.600675
H: 3.925519 2.212849 0.077044
H: 3.141342 1.178836 -0.990608
H: 5.645955 0.880875 -2.085645
H: 5.237732 0.155409 -0.494083
H: 7.211631 1.669707 -0.857918

Forces on the atoms, in the same order (eV/Å):
C -0.344 -0.332 0.892
C -0.033 0.577 -0.243
O 0.340 -0.332 -0.077
H -0.088 0.044 -0.172
H 0.290 0.036 -0.143
H 0.065 -0.109 -0.345
H 0.006 -0.050 0.042
H -0.149 0.067 -0.137
H -0.078 0.094 0.184
C -0.264 0.378 1.121
C 0.417 0.563 0.576
O 0.014 -0.681 -0.875
H 0.112 -0.006 -0.271
H 0.119 -0.243 -0.276
H -0.032 -0.052 -0.045
H -0.314 0.658 -0.676
H -0.099 -0.695 0.382
H 0.149 0.207 0.042
C 0.787 -0.217 -0.711
C -0.095 0.458 0.552
O -0.316 -0.429 -0.082
H -0.003 -0.193 -0.014
H -0.425 0.482 -0.032
H -0.436 -0.257 0.423
H 0.090 0.018 0.227
H 0.241 -0.007 -0.299
H 0.097 0.015 -0.065
C -0.105 -1.372 -0.176
C 0.437 -0.333 -0.305
O -0.238 0.269 0.694
H 0.095 0.652 0.121
H -0.310 0.371 -0.062
H 0.044 0.529 0.245
H 0.065 -0.027 -0.028
H -0.081 0.045 -0.121
H 0.063 -0.130 -0.338
C -0.396 0.682 0.562
C -0.604 0.341 0.047
O 0.040 -0.350 0.084
H -0.101 -0.154 -0.165
H 0.437 0.005 -0.014
H 0.264 -0.274 -0.629
H -0.302 -0.252 -0.092
H 0.607 -0.078 0.064
H 0.034 0.084 0.135

These are the Löwdin partial charges, in e, on atoms 1 to 6: atom 1 (C): -0.0736, atom 2 (C): -0.3010, atom 3 (O): -0.0947, atom 4 (H): 0.0496, atom 5 (H): 0.0728, atom 6 (H): 0.0658



No. 2
Entry from the OMol25 dataset: a cluster of 2 separate species, C16H27BF4N2 in total (ωB97M-V with the def2-TZVPD basis set).

Calculated values
Total charge: 0
2S+1: 1

Atoms and positions in Å:
C: 2.725544 -1.472039 1.774646
C: 2.819262 -1.706281 0.236465
C: 3.851287 -0.818291 -0.516913
C: 3.843633 0.670628 -0.138654
C: 2.605300 1.420203 -0.680255
C: 2.441107 2.846053 -0.115993
C: 1.825315 2.921563 1.305604
C: 0.304745 3.280512 1.301484
C: -0.461814 2.110177 0.692992
C: -1.371841 2.233436 -0.355241
C: -1.969731 1.096883 -0.847721
N: -1.704883 -0.106246 -0.350844
C: -2.361035 -1.295816 -0.968779
C: -2.735937 -2.375835 0.045477
C: -1.779932 -3.533907 0.383439
N: -3.863713 -2.240411 0.614619
C: -0.869359 -0.258037 0.682797
C: -0.238826 0.826033 1.220322
H: 2.992048 -2.405770 2.292940
H: 3.404366 -0.707029 2.161967
H: 1.673243 -1.290412 2.034931
H: 3.155714 -2.746528 0.100735
H: 1.830155 -1.667285 -0.247509
H: 4.843228 -1.285366 -0.449434
H: 3.576364 -0.867164 -1.586474
H: 4.021840 0.856694 0.932843
H: 4.716573 1.125434 -0.641526
H: 1.719085 0.778792 -0.570461
H: 2.770857 1.527865 -1.766423
H: 3.440624 3.301967 -0.057870
H: 1.838964 3.430519 -0.827830
H: 2.049153 2.045561 1.927122
H: 2.307046 3.776266 1.810253
H: 0.175343 4.148631 0.640780
H: -0.057734 3.499621 2.314572
H: -1.591597 3.216466 -0.764215
H: -2.678544 1.200902 -1.671398
H: -1.650041 -1.661653 -1.728192
H: -3.227805 -0.921537 -1.547963
H: -1.320971 -3.275188 1.355547
H: -0.942868 -3.608169 -0.324169
H: -2.315368 -4.477320 0.520924
H: -3.942229 -3.026213 1.270349
H: -0.631015 -1.227075 1.113956
H: 0.450190 0.702398 2.050654
B: -5.945128 -0.809565 -2.528323
F: -5.696734 -2.130331 -2.091748
F: -6.212234 0.010884 -1.411697
F: -4.773606 -0.317282 -3.194565
F: -7.038045 -0.796740 -3.401222

Forces on the atoms, in the same order (eV/Å):
C -0.288 -0.873 -0.391
C 0.686 -0.267 0.198
C -0.830 -0.109 -0.181
C 0.589 0.307 -0.438
C 0.514 -0.127 -0.322
C -0.123 -0.709 0.378
C -0.062 1.395 0.084
C 0.442 -0.976 -0.903
C -0.012 0.167 0.669
C 0.699 0.167 0.643
C -0.503 0.968 -0.721
N -0.533 -0.895 -0.027
C 0.082 -0.211 -1.030
C -0.484 -0.069 0.142
C 0.361 1.077 0.119
N 0.897 -0.252 0.073
C 0.775 0.194 0.720
C -0.078 0.693 -0.036
H -0.061 0.317 -0.077
H -0.382 0.053 -0.144
H 0.417 0.330 0.255
H -0.218 0.286 -0.137
H 0.239 0.252 0.243
H -0.143 0.374 0.232
H 0.242 -0.039 0.262
H -0.287 -0.195 -0.238
H -0.203 -0.076 0.264
H 0.026 0.388 0.115
H -0.183 -0.173 0.272
H -0.261 -0.081 -0.245
H 0.154 0.028 0.304
H -0.062 0.082 -0.282
H -0.094 -0.364 0.006
H -0.094 -0.045 0.435
H 0.033 -0.045 -0.286
H -0.091 -0.317 -0.068
H 0.038 -0.567 0.232
H -0.143 -0.053 0.358
H 0.056 -0.367 0.559
H -0.122 -0.269 -0.230
H -0.386 -0.271 0.034
H 0.124 0.181 -0.280
H -0.509 0.181 -0.023
H -0.538 -0.051 -0.541
H -0.195 -0.132 -0.183
B -0.472 -0.128 0.078
F 0.250 0.159 -0.062
F 0.279 0.006 -0.112
F 0.166 -0.010 0.256
F 0.290 0.064 0.023

These are the Löwdin partial charges, in e, on atoms 1 to 6: atom 1 (C): -0.0907, atom 2 (C): -0.2410, atom 3 (C): -0.2101, atom 4 (C): -0.2215, atom 5 (C): -0.2037, atom 6 (C): -0.1837



Here are the calculated Kohn-Sham gap numbers, same order: 10.4, 8.6 (eV).